Computed, not measured: a 7-piece molecular cluster, C21H36O21 overall, with the ωB97M-V functional and the def2-TZVPD basis.

Geometry as XYZ:
```
78
Properties=species:S:1:pos:R:3:lowdin_charge:R:1
C 1.0995 -4.6823 -3.6986 -0.06
O 0.7210 -3.7152 -4.6804 -0.01
C 0.9366 -2.3885 -4.3000 -0.46
O 1.3443 -2.0625 -3.1861 0.08
O 0.4421 -1.5483 -5.2622 0.00
C 0.7744 -0.1743 -5.2746 -0.04
H 0.4050 -4.7782 -2.8640 0.10
H 2.0856 -4.5377 -3.2574 0.08
H 1.2475 -5.6379 -4.2016 0.10
H 1.7378 0.0420 -5.7361 0.10
H 0.8492 0.2525 -4.2744 0.07
H 0.0395 0.2976 -5.9270 0.08
C -4.1446 -0.6285 0.3043 0.02
O -5.4305 -0.1992 -0.2336 0.06
C -5.4962 0.8844 -0.8568 -0.68
O -4.6691 1.7945 -0.9213 0.09
O -6.5658 0.8765 -1.5948 0.03
C -7.1672 1.9836 -2.1991 -0.05
H -3.3243 -0.5031 -0.4025 0.09
H -4.2203 -1.6663 0.6290 0.10
H -4.0327 -0.0849 1.2424 0.11
H -8.1120 2.2910 -1.7507 0.10
H -7.3093 1.8445 -3.2708 0.10
H -6.5284 2.8610 -2.0979 0.09
C 3.0924 -3.0900 -0.6004 -0.08
O 2.9716 -4.4550 -0.4452 -0.01
C 3.4776 -5.0129 0.7132 -0.51
O 4.1074 -4.3549 1.5058 0.12
O 3.2979 -6.3643 0.8104 -0.01
C 3.7426 -7.0068 1.9879 -0.06
H 4.0445 -2.6078 -0.3787 0.11
H 2.3727 -2.5716 0.0331 0.08
H 2.7068 -2.9934 -1.6154 0.07
H 3.3165 -7.9913 2.1814 0.09
H 3.3958 -6.4909 2.8833 0.09
H 4.8303 -7.0382 1.9245 0.10
C -1.1502 6.6285 5.8184 -0.07
O -0.8549 5.2561 5.5230 -0.06
C 0.4406 4.8495 5.0353 -0.45
O 1.4623 5.5260 5.0714 0.11
O 0.4095 3.5403 4.6606 -0.01
C 1.5309 2.7161 4.6144 -0.09
H -0.6150 7.0485 6.6700 0.09
H -2.2182 6.7641 5.9888 0.09
H -0.8382 7.2229 4.9596 0.09
H 2.1770 2.9260 3.7620 0.09
H 1.1918 1.6864 4.5008 0.08
H 2.2478 2.7982 5.4314 0.10
O 5.0727 1.5783 4.2471 0.15
C 4.4097 0.6010 4.0061 -0.56
O 5.0516 -0.6061 3.9758 0.07
C 4.1187 -1.4894 3.3455 -0.12
C 2.7786 -0.9137 3.8329 -0.09
O 3.1123 0.4688 3.7238 0.02
H 4.1660 -1.4533 2.2571 0.12
H 4.1227 -2.5466 3.6111 0.12
H 2.4795 -1.0042 4.8771 0.14
H 1.8745 -1.1912 3.2910 0.13
O 0.6721 1.7855 1.8141 0.16
C 0.5350 1.0393 0.8616 -0.50
O 0.4810 1.4015 -0.5207 0.03
C -0.1919 0.4987 -1.2800 -0.15
C 0.2942 -0.7407 -0.4839 -0.07
O 0.4106 -0.2423 0.8640 0.08
H -1.2696 0.6591 -1.2486 0.11
H 0.1361 0.5596 -2.3177 0.11
H 1.2311 -1.1962 -0.8050 0.10
H -0.5644 -1.4102 -0.4325 0.13
O -1.6171 1.9688 -6.3377 0.13
C -2.1937 2.2466 -5.2996 -0.60
O -3.1817 3.0348 -5.2061 0.10
C -3.8306 2.9219 -3.9561 -0.09
C -2.5552 2.6572 -3.1345 -0.09
O -1.7317 1.9263 -4.0548 0.04
H -4.2519 3.8681 -3.6165 0.14
H -4.6696 2.2266 -3.9830 0.12
H -2.5417 2.1703 -2.1593 0.11
H -2.1691 3.6756 -3.0925 0.14
```

## Properties
LUMO level = 0.10 eV
SMILES = COC(=O)OC.COC(=O)OC.COC(=O)OC.COC(=O)OC.O=C1OCCO1.O=C1OCCO1.O=C1OCCO1
orbital gap = 0.379 Ha
energy relative to the best compared isomer or geometry (same formula, charge and spin) = 79.6 kcal per mole
charge = 0